This record from OMol25 describes C45H33IMnN8O3PS as an isolated structure at a distorted geometry. The level of theory is ωB97M-V with the def2-TZVPD basis set.

Charge ... +3
Spin multiplicity ... 4
⟨S²⟩ ... 3.82
Largest force on an atom ... 3.78 eV/A
Frontier orbital gap (alpha / beta) ... 4.8 / 5.2 eV

Geometry as XYZ:
```
93
Properties=species:S:1:pos:R:3:forces:R:3
Mn -0.096 0.898 -0.962 -0.084 -0.198 0.629
N 4.501 0.576 -1.415 -0.216 -0.336 0.045
C 3.230 0.220 -1.297 0.388 -0.627 -0.092
N 2.222 1.048 -1.215 -0.857 0.537 0.209
C 2.502 2.409 -1.328 -0.698 -0.282 -0.036
N 1.511 3.249 -1.383 1.366 1.260 -0.020
N 0.284 2.761 -1.349 -0.965 0.016 -0.377
C -0.706 3.543 -1.671 0.685 -0.430 0.211
C -2.002 2.936 -1.638 -0.872 -0.152 -0.127
C -3.178 3.583 -2.026 0.829 -0.155 0.146
C -4.379 2.900 -1.958 -0.038 -0.497 0.160
C -4.372 1.601 -1.466 0.052 0.477 -0.133
C -3.165 1.015 -1.115 0.016 -0.460 0.138
N -1.990 1.638 -1.219 0.013 0.170 -0.158
C 3.863 2.872 -1.406 0.515 -0.329 0.013
C 4.217 4.226 -1.468 0.072 -0.114 -0.033
C 5.546 4.582 -1.546 -0.148 0.053 -0.009
C 6.548 3.611 -1.559 -0.176 -0.120 0.044
C 6.225 2.270 -1.508 -0.065 -0.039 -0.053
C 4.887 1.903 -1.439 -0.208 0.966 -0.011
H 5.231 -0.126 -1.483 -0.273 -0.070 0.030
H 3.024 -0.838 -1.258 0.049 0.043 -0.051
H -0.538 4.576 -1.949 0.128 -0.012 0.013
H -3.126 4.597 -2.392 0.007 0.117 0.017
H -5.295 3.366 -2.288 -0.087 0.051 0.034
H -5.287 1.034 -1.384 -0.022 -0.083 0.063
H -3.144 -0.002 -0.741 0.023 0.068 -0.087
H 3.435 4.966 -1.466 -0.063 0.141 0.022
H 5.818 5.623 -1.609 0.016 0.126 0.027
H 7.584 3.908 -1.609 0.105 0.025 -0.033
H 6.994 1.514 -1.537 0.111 -0.086 0.017
I -3.016 -1.320 -3.537 -0.229 -0.366 0.066
C -3.636 -2.896 -2.262 -0.388 0.416 -0.151
C -4.973 -3.223 -2.294 0.517 0.391 -0.122
C -5.429 -4.375 -1.651 0.215 -0.537 0.307
C -4.519 -5.236 -1.095 -0.280 0.259 -0.157
C -3.141 -4.930 -1.082 0.024 0.280 -0.087
C -2.215 -5.892 -0.634 0.432 0.096 -0.055
C -0.870 -5.633 -0.681 -0.411 -0.343 0.067
C -0.432 -4.344 -0.979 -0.107 0.571 -0.194
C -1.305 -3.339 -1.366 -0.154 -0.011 0.037
P -0.628 -1.616 -1.330 1.430 -0.780 -0.061
C 0.397 -1.393 -2.840 -0.361 0.296 0.219
C 0.326 -0.100 -3.380 -0.032 -0.339 0.254
C 1.013 0.231 -4.534 0.053 0.292 0.054
C 1.783 -0.735 -5.164 -0.083 0.074 0.025
C 1.841 -2.022 -4.653 0.050 -0.030 -0.034
C 1.147 -2.361 -3.498 -0.056 0.170 0.151
C 0.575 -1.878 0.055 -0.209 0.282 -0.228
C 0.056 -1.680 1.337 0.067 -0.106 -0.174
C 0.840 -1.901 2.455 -0.153 -0.037 0.036
C 2.154 -2.316 2.310 0.010 0.066 -0.005
C 2.672 -2.535 1.044 0.062 -0.072 -0.064
C 1.884 -2.342 -0.077 -0.163 0.150 0.038
C -2.675 -3.670 -1.575 -0.225 -0.119 0.047
H -5.672 -2.612 -2.844 -0.026 0.065 -0.072
H -6.481 -4.610 -1.656 -0.105 -0.041 -0.014
H -4.835 -6.177 -0.671 -0.073 -0.102 0.019
H -2.587 -6.845 -0.291 -0.005 -0.134 0.025
H -0.151 -6.396 -0.429 0.058 -0.060 0.075
H 0.623 -4.141 -0.880 -0.037 -0.034 0.119
H -0.425 0.619 -2.990 0.036 -0.086 -0.162
H 0.921 1.221 -4.956 0.030 0.079 -0.065
H 2.305 -0.493 -6.077 0.047 0.021 -0.086
H 2.414 -2.770 -5.180 0.033 -0.113 0.003
H 1.166 -3.380 -3.141 -0.014 -0.112 0.050
H -0.982 -1.387 1.457 0.022 -0.017 0.037
H 0.414 -1.768 3.437 -0.027 0.010 0.159
H 2.766 -2.492 3.178 0.083 -0.021 0.136
H 3.685 -2.886 0.929 0.166 -0.118 0.019
H 2.267 -2.593 -1.058 0.056 -0.032 -0.047
O -5.101 1.888 6.265 0.087 -0.248 0.457
S -4.245 0.752 6.416 0.681 1.093 -0.050
O -3.482 0.369 5.233 -0.018 -0.646 0.248
O -2.859 1.374 7.578 -2.555 -0.593 0.796
C -1.717 1.655 7.120 3.185 0.526 -1.975
N -0.707 2.030 7.927 -1.222 -0.192 1.711
C 0.477 2.292 7.458 0.303 0.009 -0.336
C 0.793 2.208 6.103 -0.560 -0.139 -0.644
C -0.280 1.845 5.287 0.785 0.359 0.967
N -1.457 1.590 5.817 -1.061 -0.231 -0.621
C -0.220 1.682 3.824 -0.049 -0.097 -0.456
C 0.957 1.790 3.087 -0.330 -0.063 -0.142
C 0.926 1.584 1.721 0.585 0.099 0.122
N -0.189 1.283 1.042 0.068 0.065 -0.403
C -1.326 1.187 1.756 -0.462 0.004 0.060
C -1.390 1.372 3.122 0.207 -0.076 -0.273
H 1.220 2.576 8.194 0.060 0.043 -0.012
H 1.780 2.425 5.736 0.149 0.009 -0.025
H 1.894 2.013 3.567 0.162 0.051 -0.032
H 1.850 1.658 1.162 -0.118 -0.043 -0.049
H -2.227 0.935 1.209 0.120 0.033 0.082
H -2.323 1.245 3.661 0.122 0.073 -0.193
```
Positions in Å, forces in eV/Å.

The Löwdin scheme yields these atomic charges, measured in e: number 1, Mn, carries 0.782; number 2, N, carries 0.171; number 3, C, carries -0.090; number 4, N, carries 0.105; number 5, C, carries -0.254; number 6, N, carries 0.103; number 7, N, carries -0.082; number 8, C, carries 0.041; number 9, C, carries -0.215; number 10, C, carries 0.049; number 11, C, carries 0.021; number 12, C, carries -0.008; number 13, C, carries -0.195; number 14, N, carries 0.012; number 15, C, carries -0.077; number 16, C, carries 0.018; number 17, C, carries -0.019; number 18, C, carries -0.006; number 19, C, carries 0.019; number 20, C, carries -0.158; number 21, H, carries 0.187; number 22, H, carries 0.108; number 23, H, carries 0.163; number 24, H, carries 0.139; number 25, H, carries 0.139; number 26, H, carries 0.132; number 27, H, carries 0.085; number 28, H, carries 0.123; number 29, H, carries 0.126; number 30, H, carries 0.131; number 31, H, carries 0.130; number 32, I, carries 1.129; number 33, C, carries -0.579; number 34, C, carries -0.133; number 35, C, carries -0.039; number 36, C, carries 0.008; number 37, C, carries -0.146; number 38, C, carries 0.021; number 39, C, carries -0.027; number 40, C, carries -0.075; number 41, C, carries -0.279; number 42, P, carries 1.029; number 43, C, carries -0.422; number 44, C, carries -0.226; number 45, C, carries -0.047; number 46, C, carries -0.033; number 47, C, carries -0.026; number 48, C, carries -0.058; number 49, C, carries -0.389; number 50, C, carries -0.113; number 51, C, carries -0.047; number 52, C, carries -0.034; number 53, C, carries -0.048; number 54, C, carries -0.146; number 55, C, carries -0.222; number 56, H, carries 0.100; number 57, H, carries 0.124; number 58, H, carries 0.130; number 59, H, carries 0.133; number 60, H, carries 0.123; number 61, H, carries 0.091; number 62, H, carries 0.059; number 63, H, carries 0.123; number 64, H, carries 0.125; number 65, H, carries 0.126; number 66, H, carries 0.114; number 67, H, carries 0.104; number 68, H, carries 0.120; number 69, H, carries 0.121; number 70, H, carries 0.120; number 71, H, carries 0.096; number 72, O, carries -0.304; number 73, S, carries 0.972; number 74, O, carries -0.349; number 75, O, carries -0.058; number 76, C, carries -0.473; number 77, N, carries 0.189; number 78, C, carries -0.080; number 79, C, carries 0.037; number 80, C, carries -0.205; number 81, N, carries 0.186; number 82, C, carries -0.086; number 83, C, carries 0.042; number 84, C, carries -0.085; number 85, N, carries -0.018; number 86, C, carries -0.088; number 87, C, carries 0.055; number 88, H, carries 0.133; number 89, H, carries 0.107; number 90, H, carries 0.124; number 91, H, carries 0.109; number 92, H, carries 0.107; number 93, H, carries 0.099